No. 1
Entry from OMol25: a 2-piece molecular cluster, C6H12ClNSi overall (ωB97M-V/def2-TZVPD).

Results
lowest unoccupied orbital energy (spin up / spin down)	-0.6492 / -0.6627	eV
orbital gap (spin up / spin down)	0.230 / 0.230	Eh
energy relative to the best compared isomer or geometry (same formula, charge and spin)	112.5	kcal/mol
E_HOMO (spin up / spin down)	-6.917 / -6.911	eV

```
! RIJCOSX wB97M-V def2-TZVPD def2/J DEFGRID3
* xyz 0 1
C 0.151 2.243 1.459
C 3.830 0.118 -0.776
C -0.188 0.956 1.404
C 2.862 1.016 -0.887
C -1.138 -2.151 0.477
C -2.822 -1.459 -0.869
N -1.833 -1.069 0.107
Si -2.068 0.525 0.997
Cl -2.449 1.747 -0.607
H 1.123 2.545 1.354
H -0.520 2.975 1.710
H 3.688 -0.719 0.001
H 4.756 0.237 -1.358
H 0.453 0.087 1.125
H 2.718 1.833 -1.684
H 2.040 1.114 -0.306
H -0.321 -1.954 1.287
H -1.136 -3.187 0.162
H -3.103 -0.667 -1.672
H -2.394 -2.198 -1.443
H -3.647 -1.993 -0.482
*
```

Just the Löwdin charges please, in e? Sure, here they are:
1 C -0.1035
2 C -0.0821
3 C -0.3205
4 C -0.0907
5 C 0.0179
6 C -0.1635
7 N -0.3353
8 Si 0.2272
9 Cl 0.2134
10 H 0.0171
11 H 0.0152
12 H 0.0754
13 H 0.0467
14 H 0.0244
15 H 0.0865
16 H -0.0428
17 H 0.1031
18 H 0.0879
19 H 0.0977
20 H 0.0460
21 H 0.0801



No. 2
Entry from OMol25: H24HeO12 as an isolated structure (ωB97M-V/def2-TZVPD).

Results
lowest unoccupied orbital energy	0.1363	eV
orbital gap	0.397	Eh
energy relative to the best compared isomer or geometry (same formula, charge and spin)	11.7	kcal/mol
E_HOMO	-10.668	eV

```
! RIJCOSX wB97M-V def2-TZVPD def2/J DEFGRID3
* xyz 0 1
He -0.227 0.146 -0.009
O 2.209 2.762 1.225
H 2.131 2.999 2.149
H 2.328 1.812 1.230
O 1.743 -0.434 3.681
H 1.435 0.471 3.726
H 1.549 -0.709 2.785
O -2.339 -1.425 -1.655
H -2.152 -0.487 -1.676
H -1.535 -1.838 -1.971
O 1.697 -2.539 -0.473
H 2.163 -3.339 -0.715
H 0.857 -2.845 -0.131
O -2.413 1.175 -3.139
H -2.971 0.745 -3.787
H -1.666 1.499 -3.643
O 2.419 -0.222 0.821
H 2.005 -0.971 0.391
H 3.358 -0.374 0.716
O -0.628 -3.392 0.844
H -1.405 -3.832 0.499
H -0.964 -2.590 1.243
O 0.943 2.195 -1.778
H 0.929 2.648 -0.935
H 1.221 1.304 -1.566
O 2.269 -1.073 -2.749
H 1.766 -1.224 -3.549
H 1.810 -1.577 -2.077
O -1.338 -0.805 2.024
H -1.815 -0.906 2.848
H -1.175 0.136 1.955
O -1.098 1.908 2.069
H -1.532 1.980 1.219
H -1.811 1.943 2.706
O -2.538 2.070 -0.438
H -2.601 3.023 -0.501
H -2.623 1.764 -1.341
*
```

Just the Löwdin charges please, in e? Sure, here they are:
1 He 0.2076
2 O -0.0496
3 H 0.0317
4 H -0.0151
5 O -0.0584
6 H 0.0187
7 H -0.0084
8 O -0.0552
9 H -0.0181
10 H 0.0232
11 O -0.0481
12 H 0.0801
13 H 0.0098
14 O -0.0331
15 H 0.0641
16 H 0.0628
17 O -0.0614
18 H -0.0190
19 H 0.0658
20 O -0.0412
21 H 0.0557
22 H 0.0005
23 O -0.0661
24 H 0.0064
25 H -0.0121
26 O -0.0528
27 H 0.0299
28 H -0.0298
29 O -0.0831
30 H 0.0515
31 H -0.0495
32 O -0.0512
33 H -0.0097
34 H 0.0576
35 O -0.0495
36 H 0.0546
37 H -0.0086



No. 3
Entry from OMol25: C16H41BrI2N3O5PSi as an isolated structure (ωB97M-V/def2-TZVPD).

Results
lowest unoccupied orbital energy	-0.0709	eV
orbital gap	0.307	Eh
E_HOMO	-8.413	eV

```
! RIJCOSX wB97M-V def2-TZVPD def2/J DEFGRID3
* xyz 0 1
C 7.525 -5.268 0.185
C 7.186 -3.910 0.841
I 8.779 -2.532 0.194
C 5.841 -3.280 0.384
I 5.651 -3.111 -1.790
Si 4.287 -4.066 1.153
C 3.769 -5.740 0.409
N 3.007 -5.665 -0.855
P 2.719 -2.460 1.004
O 1.939 -2.596 -0.511
Br 1.144 -2.860 2.591
H 7.736 -5.156 -0.883
H 6.736 -6.012 0.354
H 8.440 -5.648 0.663
H 7.282 -3.942 1.932
H 5.856 -2.231 0.730
H 4.453 -4.283 2.612
H 4.616 -6.432 0.233
H 3.136 -6.253 1.156
H 3.105 -4.782 -1.327
H 2.046 -5.933 -0.745
H 1.027 -2.837 -0.325
C 2.261 0.749 0.206
O 1.962 0.740 1.591
C 2.850 1.537 2.366
C 2.104 2.712 2.975
N 1.721 3.673 1.946
C 0.812 4.715 2.422
C -0.591 4.280 2.850
O -1.388 3.793 1.785
C -1.256 2.400 1.525
H 1.591 0.045 -0.285
H 2.098 1.742 -0.225
H 3.292 0.431 0.026
H 3.710 1.875 1.781
H 3.226 0.903 3.175
H 2.747 3.207 3.709
H 1.226 2.313 3.499
H 1.269 3.177 1.189
H 0.703 5.433 1.605
H 1.289 5.250 3.249
H -1.105 5.172 3.221
H -0.575 3.570 3.684
H -1.039 1.830 2.432
H -0.481 2.220 0.775
H -2.203 2.048 1.109
C -4.955 0.397 -4.963
O -5.520 1.583 -4.433
C -6.851 1.410 -3.957
C -6.901 1.604 -2.450
N -6.233 0.503 -1.762
C -6.051 0.728 -0.329
C -5.105 1.855 0.091
O -3.747 1.620 -0.244
C -3.366 2.058 -1.539
H -3.981 0.650 -5.380
H -4.813 -0.357 -4.182
H -5.581 -0.012 -5.761
H -7.262 0.438 -4.244
H -7.463 2.183 -4.429
H -7.945 1.649 -2.128
H -6.427 2.566 -2.223
H -5.325 0.359 -2.182
H -5.662 -0.204 0.088
H -7.030 0.894 0.130
H -5.135 1.909 1.183
H -5.432 2.836 -0.269
H -3.925 2.941 -1.857
H -3.482 1.256 -2.271
H -2.306 2.316 -1.502
*
```

Just the Löwdin charges please, in e? Sure, here they are:
1 C -0.2169
2 C -0.8319
3 I 0.7472
4 C -0.9233
5 I 0.8231
6 Si 0.4001
7 C -0.3991
8 N -0.0617
9 P 0.3914
10 O -0.4448
11 Br 0.2129
12 H 0.0339
13 H 0.0594
14 H 0.0716
15 H 0.0703
16 H 0.0109
17 H -0.0118
18 H 0.0524
19 H 0.0733
20 H -0.0221
21 H 0.0531
22 H 0.0173
23 C -0.1528
24 O -0.2456
25 C -0.2153
26 C -0.2124
27 N -0.0525
28 C -0.2007
29 C -0.2305
30 O -0.1759
31 C -0.0858
32 H 0.0691
33 H 0.0826
34 H 0.0742
35 H 0.1231
36 H 0.1198
37 H 0.1220
38 H 0.1061
39 H 0.0681
40 H 0.1164
41 H 0.1159
42 H 0.1184
43 H 0.1088
44 H 0.0924
45 H 0.0735
46 H 0.0663
47 C -0.1162
48 O -0.1977
49 C -0.2160
50 C -0.2129
51 N -0.0529
52 C -0.1982
53 C -0.2156
54 O -0.2150
55 C -0.0852
56 H 0.0879
57 H 0.0801
58 H 0.0873
59 H 0.1214
60 H 0.1203
61 H 0.1226
62 H 0.1064
63 H 0.0683
64 H 0.1177
65 H 0.1174
66 H 0.1234
67 H 0.1128
68 H 0.0939
69 H 0.0731
70 H 0.0865



No. 4
Entry from OMol25: C5H14FNNbO as an isolated structure (ωB97M-V/def2-TZVPD).

Results
lowest unoccupied orbital energy	3.0412	eV
orbital gap	0.295	Eh
E_HOMO	-4.998	eV

```
! RIJCOSX wB97M-V def2-TZVPD def2/J DEFGRID3
* xyz -1 1
C -1.630 -0.910 2.827
C -0.574 -1.357 1.818
O 0.254 -2.183 2.147
N -0.572 -0.695 0.589
C -1.829 -0.910 -0.152
Nb 1.228 -0.555 -0.577
C 1.420 1.726 -0.844
C 0.928 2.217 -2.168
F 1.230 3.617 -2.392
H -2.392 -0.255 2.402
H -1.091 -0.346 3.601
H -2.098 -1.783 3.295
H -1.835 -1.880 -0.660
H -2.709 -0.872 0.502
H -1.954 -0.127 -0.912
H 2.257 -0.309 0.940
H 1.680 -2.318 -0.745
H 0.400 -0.550 -2.259
H 2.839 -0.491 -1.415
H 0.788 2.106 -0.024
H 2.457 2.050 -0.704
H -0.167 2.144 -2.253
H 1.367 1.681 -3.018
*
```

Just the Löwdin charges please, in e? Sure, here they are:
1 C -0.0355
2 C -0.6304
3 O -0.0075
4 N -0.2662
5 C -0.1924
6 Nb 1.0763
7 C -0.4141
8 C -0.3560
9 F -0.1604
10 H 0.0541
11 H 0.0823
12 H 0.0762
13 H 0.0685
14 H 0.0575
15 H 0.0543
16 H -0.1346
17 H -0.1588
18 H -0.1355
19 H -0.1661
20 H 0.0239
21 H 0.0189
22 H 0.0783
23 H 0.0672



No. 5
Entry from OMol25: C21H21AuN2OS as an isolated structure (ωB97M-V/def2-TZVPD).

Results
lowest unoccupied orbital energy (spin up / spin down)	-6.2472 / -8.6004	eV
orbital gap (spin up / spin down)	0.296 / 0.222	Eh
energy relative to the best compared isomer or geometry (same formula, charge and spin)	0.0	kcal/mol
E_HOMO (spin up / spin down)	-14.312 / -14.644	eV

```
! RIJCOSX wB97M-V def2-TZVPD def2/J DEFGRID3
* xyz 2 3
Au 0.182 -1.179 -1.127
N -0.797 -0.148 1.890
C -0.189 1.007 2.067
C 0.246 1.413 3.364
C 0.779 2.660 3.563
C 0.898 3.554 2.494
C 0.561 3.160 1.170
C 0.693 4.026 0.069
C 0.373 3.567 -1.182
C -0.007 2.225 -1.326
N -0.173 1.399 -0.305
C 0.067 1.869 0.925
H -1.254 -0.362 1.010
H -1.003 -0.735 2.686
H 0.117 0.731 4.196
H 1.074 2.965 4.557
H 1.255 4.562 2.664
H 1.053 5.036 0.222
H 0.442 4.203 -2.053
H -0.168 1.802 -2.312
O 2.252 -1.004 -1.033
S 3.223 -1.960 -0.300
C 4.778 -1.827 -1.222
C 5.659 -0.807 -0.509
C 5.364 -0.976 0.981
C 3.843 -0.972 1.091
H 4.515 -1.583 -2.250
H 5.213 -2.827 -1.192
H 5.414 0.205 -0.836
H 6.710 -0.982 -0.732
H 5.797 -0.177 1.580
H 5.773 -1.921 1.344
H 3.425 0.022 0.915
H 3.455 -1.381 2.023
C -1.711 -1.516 -1.357
C -2.937 -1.695 -1.473
C -4.292 -1.896 -1.632
C -4.926 -1.585 -2.871
C -6.286 -1.691 -2.981
C -7.044 -2.121 -1.886
C -6.441 -2.438 -0.661
C -5.082 -2.343 -0.531
H -4.320 -1.264 -3.706
H -6.778 -1.439 -3.911
H -8.117 -2.224 -1.990
H -7.048 -2.753 0.176
H -4.588 -2.603 0.396
*
```

Just the Löwdin charges please, in e? Sure, here they are:
1 Au 0.8121
2 N 0.2410
3 C -0.1827
4 C 0.0368
5 C -0.0149
6 C 0.0688
7 C -0.1353
8 C 0.0366
9 C 0.0041
10 C -0.0828
11 N 0.0752
12 C -0.1627
13 H 0.0720
14 H 0.1474
15 H 0.1334
16 H 0.1313
17 H 0.1385
18 H 0.1374
19 H 0.1266
20 H 0.1190
21 O -0.7418
22 S 0.9979
23 C -0.2932
24 C -0.2137
25 C -0.2201
26 C -0.3139
27 H 0.1059
28 H 0.1029
29 H 0.1224
30 H 0.1267
31 H 0.1252
32 H 0.1245
33 H 0.0931
34 H 0.0918
35 C -0.1531
36 C -0.0583
37 C -0.2149
38 C 0.0192
39 C -0.0286
40 C 0.0125
41 C -0.0313
42 C 0.0092
43 H 0.1324
44 H 0.1253
45 H 0.1286
46 H 0.1238
47 H 0.1258



No. 6
Entry from OMol25: H4O2Rb as an isolated structure (ωB97M-V/def2-TZVPD).

Results
lowest unoccupied orbital energy	-3.9198	eV
orbital gap	0.440	Eh
energy relative to the best compared isomer or geometry (same formula, charge and spin)	5.9	kcal/mol
E_HOMO	-15.889	eV

```
! RIJCOSX wB97M-V def2-TZVPD def2/J DEFGRID3
* xyz 1 1
Rb 1.346 8.790 -18.903
O -0.832 10.255 -20.088
H -1.131 10.158 -19.174
H -1.559 9.924 -20.640
O 1.851 11.604 -19.288
H 2.134 12.328 -18.712
H 1.196 11.985 -19.894
*
```

Just the Löwdin charges please, in e? Sure, here they are:
1 Rb 1.0876
2 O -0.1415
3 H 0.0276
4 H 0.0723
5 O -0.1556
6 H 0.0622
7 H 0.0475